# C9H29NO7Y2

C9H29NO7Y2 as an isolated structure at a distorted geometry (wB97M-V/def2-TZVPD, OMol25).

E = -1016.19900 Ha
Maximum force = 4.7 eV/A
HOMO-LUMO gap (alpha / beta) = 4.05 / 4.03 eV
HOMO level (alpha / beta) = -0.8353 / -0.8346 Ha
Net charge = +5
2S+1 = 2

XYZ file:
```
48
Properties=species:S:1:pos:R:3:nbo_charge:R:1
Y -1.993 -0.861 -5.238 2.614
Y -0.880 -3.810 -2.986 2.697
O -1.679 -1.567 -3.094 -1.320
H -1.793 -0.869 -2.420 0.531
O -1.453 -3.181 -5.157 -1.326
H -2.065 -3.675 -5.735 0.550
O -3.317 0.688 -3.828 -1.048
H -3.435 1.594 -4.114 0.549
H -3.731 0.652 -2.966 0.555
O -1.714 -3.232 -0.778 -1.037
H -2.328 -2.560 -0.482 0.554
H -1.770 -3.918 -0.113 0.555
O -0.447 0.518 -4.215 -1.010
H -0.152 0.139 -3.388 0.524
H -0.182 1.437 -4.166 0.572
O -4.339 0.188 -1.366 -0.954
H -4.587 0.043 -0.453 0.534
H -4.339 -0.686 -1.756 0.453
C -0.768 0.082 0.125 -0.596
C 0.631 0.278 0.782 0.081
C 1.118 1.648 0.170 -0.404
C 2.378 2.105 0.868 -0.416
C 2.177 2.252 2.336 -0.413
C 1.643 0.889 3.021 0.090
N 0.530 0.380 2.228 0.258
O -0.106 -0.674 2.763 -0.484
C 2.808 -0.223 3.041 -0.595
C 1.236 1.397 4.481 -0.622
C 1.499 -0.875 0.094 -0.602
H -1.385 0.978 0.196 0.262
H -1.325 -0.773 0.508 0.200
H -0.604 0.043 -0.952 0.146
H 1.318 1.586 -0.900 0.212
H 0.344 2.318 0.545 0.228
H 2.731 3.071 0.506 0.276
H 3.111 1.337 0.621 0.195
H 1.596 3.128 2.626 0.262
H 3.214 2.309 2.667 0.266
H 3.261 -0.335 4.026 0.302
H 2.427 -1.241 2.958 0.195
H 3.564 0.026 2.296 0.243
H 0.938 0.555 5.106 0.244
H 2.049 1.900 5.004 0.282
H 0.290 1.936 4.537 0.256
H 1.322 -1.082 -0.961 0.183
H 1.130 -1.770 0.596 0.191
H 2.554 -0.759 0.342 0.273
H 0.523 -1.387 2.627 0.494
```


# C2H9NOS

A 2-piece molecular cluster, C2H9NOS overall at a distorted geometry (wB97M-V/def2-TZVPD, OMol25).

E = -609.70922 Ha
Energy relative to the best compared isomer or geometry (same formula, charge and spin) = 37.66 kcal/mol
Maximum force = 4.8 eV/A
HOMO-LUMO gap = 9.62 eV
HOMO level = -0.3299 Ha
Structure (SMILES) = NCO.CS
Net charge = 0

XYZ file:
```
14
Properties=species:S:1:pos:R:3:nbo_charge:R:1
N -1.485 0.539 2.413 -0.873
C -1.753 1.782 1.742 0.085
O -0.770 2.127 0.719 -0.710
H -1.901 0.501 3.433 0.369
H -0.374 0.368 2.685 0.371
H -1.776 2.667 2.406 0.136
H -2.812 1.847 1.425 0.155
H -1.100 1.709 -0.077 0.467
C 2.383 -1.594 -2.346 -0.746
S 1.561 -3.163 -2.761 -0.059
H 3.401 -1.697 -2.965 0.229
H 2.565 -1.669 -1.285 0.220
H 1.797 -0.645 -2.710 0.235
H 0.264 -2.772 -2.680 0.121
```


# C4H8NO2

An isolated ion of composition C4H8NO2 and charge +1 at a distorted geometry (wB97M-V/def2-TZVPD, OMol25).

E = -362.14682 Ha
Energy relative to the best compared isomer or geometry (same formula, charge and spin) = 41.82 kcal/mol
Maximum force = 5.5 eV/A
HOMO-LUMO gap = 11.14 eV
HOMO level = -0.5284 Ha
Structure (SMILES) = C[C@]1(O)[NH2+]C=CO1
Net charge = +1

XYZ file:
```
15
Properties=species:S:1:pos:R:3:nbo_charge:R:1
C -1.534 0.261 -0.893 -0.716
C -0.515 -0.288 0.067 0.722
O -1.022 -0.784 1.243 -0.715
N 0.491 0.884 0.683 -0.546
C 1.785 0.385 0.362 -0.206
C 1.705 -0.734 -0.319 0.197
O 0.451 -1.125 -0.530 -0.470
H -2.322 -0.422 -1.145 0.274
H -1.065 0.258 -1.885 0.260
H -2.020 1.148 -0.657 0.255
H -1.588 -1.532 1.166 0.525
H 0.227 0.790 1.750 0.472
H 0.305 1.748 0.318 0.430
H 2.706 0.856 0.585 0.262
H 2.395 -1.444 -0.745 0.256
```


# C23H29N5ReSSi

C23H29N5ReSSi as an isolated structure at a distorted geometry (wB97M-V/def2-TZVPD, OMol25).

E = -1933.02259 Ha
Energy relative to the best compared isomer or geometry (same formula, charge and spin) = 40.06 kcal/mol
Maximum force = 3.0 eV/A
HOMO-LUMO gap (alpha / beta) = 5.50 / 6.08 eV
HOMO level (alpha / beta) = -0.5073 / -0.5095 Ha
Net charge = +2
2S+1 = 2

XYZ file:
```
60
Properties=species:S:1:pos:R:3:nbo_charge:R:1
Re -0.765 -0.074 -0.012 1.087
C 1.450 0.772 5.205 -0.152
C 0.760 -0.426 5.359 -0.183
C 0.177 -1.040 4.272 -0.202
C 0.272 -0.454 2.998 0.139
C 0.997 0.733 2.848 -0.242
C 1.576 1.340 3.943 -0.191
N -0.403 -1.013 1.913 -0.254
N -1.070 -2.057 2.169 -0.077
C -1.876 -2.526 1.193 0.084
C -2.702 -3.634 1.404 -0.142
C -3.565 -4.034 0.405 -0.180
C -3.611 -3.339 -0.800 -0.145
C -2.800 -2.231 -1.011 -0.201
C -1.920 -1.801 -0.031 -0.249
H 1.891 1.260 6.060 0.239
H 0.666 -0.871 6.338 0.242
H -0.364 -1.966 4.378 0.248
H 1.110 1.174 1.869 0.207
H 2.123 2.262 3.816 0.229
H -2.644 -4.148 2.350 0.248
H -4.210 -4.884 0.562 0.248
H -4.274 -3.667 -1.583 0.242
H -2.859 -1.696 -1.952 0.227
C -4.173 4.487 -2.122 -0.446
N -3.829 3.120 -1.794 -0.512
C -2.606 2.642 -1.668 0.368
N -1.535 3.416 -1.843 -0.752
S -2.508 0.966 -1.293 -0.107
H -5.256 4.573 -2.161 0.259
H -3.766 4.771 -3.096 0.224
H -3.794 5.175 -1.362 0.225
H -4.590 2.465 -1.663 0.441
H -1.642 4.365 -2.171 0.426
H -0.609 3.018 -1.883 0.432
C 3.180 -2.563 -0.543 -1.097
Si 1.771 -1.799 -1.583 1.709
C 0.348 -3.049 -1.675 -1.114
C 2.217 -1.292 -3.368 -1.104
N 1.109 -0.321 -0.740 -0.760
C 1.864 0.812 -0.669 0.075
C 1.273 2.027 -0.235 -0.253
C 2.020 3.170 -0.048 -0.185
C 3.380 3.168 -0.329 -0.149
C 3.970 2.010 -0.815 -0.189
C 3.236 0.854 -0.978 -0.133
H 3.387 -3.552 -0.941 0.268
H 2.894 -2.683 0.499 0.255
H 4.113 -2.009 -0.569 0.247
H 0.709 -3.931 -2.191 0.270
H -0.497 -2.668 -2.237 0.241
H 0.006 -3.363 -0.695 0.241
H 2.470 -2.198 -3.909 0.267
H 3.064 -0.620 -3.450 0.248
H 1.379 -0.833 -3.885 0.251
H 0.193 2.077 -0.034 0.179
H 1.549 4.069 0.319 0.238
H 3.969 4.055 -0.177 0.247
H 5.019 2.001 -1.060 0.248
H 3.725 -0.037 -1.323 0.226
```


The highest net charge belongs to which entry?
C9H29NO7Y2


Which of these has the highest net charge?
C9H29NO7Y2


Among the records above, which one has the highest E?
C4H8NO2